C6H10F9NOPPbS | the ωB97M-V functional and the def2-TZVPD basis

Cartesian coordinates (Å):
O1 -3.921 1.171 -3.806
P1 -3.774 -0.259 -3.139
N1 -3.489 -0.052 -1.378
C1 -1.986 0.193 -1.140
C2 -1.456 -0.866 -0.005
C3 -0.096 -1.621 -0.581
C4 1.278 -1.245 0.225
C5 1.931 0.215 -0.118
F1 1.371 0.583 -1.477
F2 3.414 0.100 -0.392
C6 1.520 1.451 0.850
F3 2.221 2.671 0.295
F4 0.053 1.806 0.765
S1 1.945 1.346 2.646
F5 0.918 2.737 2.909
F6 3.226 2.498 2.348
F7 3.025 0.038 2.497
F8 0.599 0.375 3.068
F9 2.347 1.406 4.317
H1 -5.038 -0.970 -3.330
H2 -2.730 -1.032 -3.783
H3 -1.894 1.320 -0.838
H4 -1.437 0.086 -2.187
H5 -2.302 -1.677 0.170
H6 -1.275 -0.368 1.056
H7 -0.002 -1.551 -1.768
H8 -0.287 -2.782 -0.375
H9 2.088 -2.054 -0.117
H10 1.085 -1.459 1.360
Pb1 2.668 -2.060 1.930

The multiplicity is 1. As for the frontier orbital gap: 2.3 eV. Its relative energy (zero: lowest compared OMol25 entry of this formula, charge and spin) is 169.7 kcal per mole. The HOMO energy comes out at -10.03 eV. The value obtained for the LUMO energy is -7.776 eV. Its net charge is +1.

Listed below, in e, are the Löwdin charges computed for each atom: O -0.453; P 0.659; N -0.109; C -0.311; C -0.141; C -0.134; C -0.336; C -0.191; F 0.021; F 0.000; C -0.207; F 0.035; F 0.022; S 1.078; F -0.171; F -0.175; F -0.416; F -0.205; F -0.160; H 0.020; H 0.010; H 0.137; H 0.090; H 0.130; H 0.121; H 0.149; H 0.142; H 0.076; H -0.095; Pb 1.418

***

C51H45F3N2O2SbSeSiTeTi | the ωB97M-V functional and the def2-TZVPD basis

Cartesian coordinates (Å):
Ti1 -0.231 0.115 0.504
C1 -6.761 -0.928 2.508
C2 -5.386 -0.442 2.141
C3 -5.159 0.865 1.738
C4 -3.879 1.339 1.453
C5 -3.648 2.673 0.804
O1 -2.786 2.762 -0.041
C6 -4.544 3.800 1.144
C7 -4.804 4.774 0.181
C8 -5.678 5.810 0.459
C9 -6.285 5.894 1.705
C10 -5.995 4.953 2.684
C11 -5.129 3.910 2.407
C12 -2.790 0.452 1.571
O2 -1.503 0.831 1.442
C13 -3.044 -0.913 1.807
C14 -4.320 -1.334 2.132
C15 -1.826 -1.727 1.549
N1 -1.276 -1.717 0.357
C16 -2.082 -1.367 -0.837
C17 -3.190 -2.395 -1.158
Te1 -2.618 -4.498 -1.037
C18 -3.600 -5.056 0.771
C19 -2.877 -5.691 1.775
C20 -3.510 -6.093 2.942
C21 -4.870 -5.871 3.108
C22 -5.601 -5.273 2.091
C23 -4.970 -4.875 0.920
C24 -1.089 -2.317 2.655
C25 -1.565 -2.190 3.965
C26 -0.884 -2.786 5.010
C27 0.282 -3.497 4.757
C28 0.760 -3.634 3.458
C29 0.080 -3.051 2.408
H1 -7.505 -0.146 2.366
H2 -6.784 -1.241 3.553
H3 -7.043 -1.788 1.900
H4 -6.000 1.534 1.611
H5 -4.327 4.694 -0.788
H6 -5.890 6.555 -0.296
H7 -6.982 6.694 1.914
H8 -6.448 5.034 3.663
H9 -4.882 3.194 3.180
H10 -4.497 -2.377 2.348
H11 -1.389 -1.352 -1.682
H12 -2.541 -0.370 -0.760
H13 -3.503 -2.238 -2.187
H14 -4.055 -2.261 -0.512
H15 -1.819 -5.878 1.644
H16 -2.939 -6.580 3.722
H17 -5.364 -6.182 4.019
H18 -6.667 -5.122 2.207
H19 -5.549 -4.431 0.118
H20 -2.466 -1.623 4.154
H21 -1.259 -2.696 6.020
H22 0.825 -3.947 5.578
H23 1.659 -4.208 3.275
H24 0.414 -3.186 1.386
F1 7.345 -4.486 -1.941
C30 6.191 -3.839 -1.736
C31 5.071 -4.222 -2.447
C32 3.883 -3.537 -2.242
C33 3.821 -2.481 -1.339
C34 4.953 -2.150 -0.602
C35 6.151 -2.817 -0.807
Sb1 1.975 -1.363 -1.121
C36 1.207 -2.077 -3.009
C37 1.730 -1.684 -4.238
C38 1.221 -2.208 -5.416
C39 0.205 -3.144 -5.351
F2 -0.281 -3.656 -6.488
C40 -0.307 -3.584 -4.146
C41 0.206 -3.042 -2.977
C42 2.818 0.453 -1.910
C43 2.187 1.136 -2.947
C44 2.688 2.340 -3.411
C45 3.835 2.852 -2.831
F3 4.330 4.011 -3.284
C46 4.477 2.207 -1.795
C47 3.951 1.009 -1.330
H25 5.132 -5.039 -3.153
H26 3.007 -3.832 -2.801
H27 4.919 -1.368 0.145
H28 7.046 -2.555 -0.260
H29 2.556 -0.987 -4.283
H30 1.612 -1.909 -6.380
H31 -1.080 -4.342 -4.127
H32 -0.157 -3.403 -2.021
H33 1.286 0.739 -3.395
H34 2.201 2.885 -4.208
H35 5.369 2.639 -1.363
H36 4.444 0.511 -0.505
C48 2.739 -0.746 2.688
Si1 1.442 0.628 2.341
C49 0.477 0.899 3.967
C50 2.366 2.233 1.903
H37 2.817 -0.924 3.762
H38 3.728 -0.450 2.332
H39 2.494 -1.699 2.218
H40 1.129 0.821 4.838
H41 -0.320 0.163 4.082
H42 0.015 1.888 3.981
H43 3.010 2.550 2.725
H44 1.658 3.040 1.699
H45 2.985 2.120 1.012
Se1 -0.066 4.221 -1.240
C51 0.033 2.559 -0.934
N2 0.183 1.372 -0.781

The multiplicity is 1. As for the frontier orbital gap: 6.3 eV. Its relative energy (zero: lowest compared OMol25 entry of this formula, charge and spin) is 47.6 kcal per mole. The HOMO energy comes out at -10.46 eV. The value obtained for the LUMO energy is -4.172 eV. Its net charge is +1.

Atomic partial charges in e from the Löwdin method, atoms 1 to 99: Ti 0.731; C -0.029; C -0.234; C 0.039; C -0.040; C -0.282; O 0.073; C -0.155; C -0.005; C -0.061; C -0.065; C -0.066; C -0.037; C -0.217; O -0.177; C -0.107; C 0.027; C -0.191; N -0.063; C -0.288; C -0.423; Te 1.320; C -0.566; C -0.159; C -0.080; C -0.078; C -0.088; C -0.160; C -0.161; C -0.007; C -0.043; C -0.035; C -0.055; C -0.025; H 0.082; H 0.090; H 0.082; H 0.131; H 0.122; H 0.110; H 0.110; H 0.109; H 0.118; H 0.126; H 0.086; H 0.123; H 0.051; H 0.040; H 0.089; H 0.108; H 0.108; H 0.108; H 0.099; H 0.125; H 0.117; H 0.117; H 0.119; H 0.102; F 0.080; C -0.277; C 0.007; C -0.109; C -0.346; C -0.128; C 0.004; Sb 1.541; C -0.389; C -0.111; C 0.017; C -0.272; F 0.084; C -0.003; C -0.175; C -0.385; C -0.164; C -0.003; C -0.276; F 0.078; C 0.006; C -0.129; H 0.125; H 0.092; H 0.079; H 0.125; H 0.106; H 0.128; H 0.109; H 0.017; H 0.098; H 0.126; H 0.126; H 0.080; C -0.214; Si 0.547; C -0.199; C -0.203; H 0.031; H 0.021; H -0.018

***

C8H14O6Si | the ωB97M-V functional and the def2-TZVPD basis

Cartesian coordinates (Å):
C1 -0.624 1.427 -2.487
C2 -1.521 -0.566 -3.738
C3 -1.942 1.424 0.452
C4 1.391 0.833 2.480
C5 3.097 -0.610 0.450
C6 1.238 -2.186 2.432
C7 -2.454 -0.067 -1.248
C8 -1.529 0.384 -2.468
O1 -1.736 1.797 -3.076
O2 -1.769 -1.777 -3.561
O3 0.381 2.000 -2.341
O4 -1.409 0.037 -4.836
O5 -2.916 0.963 -0.439
O6 0.275 -0.598 0.165
Si1 1.348 -0.682 1.244
H1 -2.414 2.317 0.933
H2 -0.943 1.572 0.011
H3 -1.718 0.782 1.300
H4 0.912 0.634 3.375
H5 2.425 0.899 2.783
H6 1.157 1.735 1.964
H7 3.556 -1.553 0.354
H8 3.121 0.083 -0.384
H9 3.627 -0.008 1.179
H10 0.224 -2.427 2.461
H11 1.846 -2.896 2.039
H12 1.495 -2.080 3.563
H13 -3.209 -0.605 -1.786
H14 -1.909 -0.833 -0.821

The multiplicity is 1. As for the frontier orbital gap: 7.5 eV. Its relative energy (zero: lowest compared OMol25 entry of this formula, charge and spin) is 0.6 kcal per mole. The HOMO energy comes out at -1.78 eV. The value obtained for the LUMO energy is 5.762 eV. Its net charge is -2.

Listed below, in e, are the natural (NBO) charges computed for each atom: C 0.762; C 0.739; C -0.254; C -1.127; C -1.135; C -1.124; C -0.091; C 0.026; O -0.487; O -0.768; O -0.601; O -0.757; O -0.537; O -1.336; Si 1.897; H 0.144; H 0.216; H 0.174; H 0.197; H 0.189; H 0.215; H 0.200; H 0.236; H 0.191; H 0.222; H 0.201; H 0.182; H 0.190; H 0.234

***

C26H30N2O5 | the ωB97M-V functional and the def2-TZVPD basis

Cartesian coordinates (Å):
C1 1.494 3.869 -8.051
C2 1.446 2.826 -6.946
O1 0.673 3.358 -5.887
C3 0.460 2.604 -4.780
C4 -0.339 3.185 -3.792
C5 -0.618 2.512 -2.623
C6 -0.106 1.235 -2.420
C7 0.683 0.650 -3.399
C8 0.971 1.327 -4.571
H1 1.585 0.842 -5.313
H2 1.067 -0.349 -3.253
N1 -0.381 0.523 -1.221
C9 0.666 -0.043 -0.552
C10 0.517 -0.780 0.571
C11 -0.810 -1.048 1.048
C12 -1.071 -1.883 2.139
C13 -2.355 -2.130 2.584
C14 -3.449 -1.518 1.916
C15 -3.185 -0.703 0.829
C16 -1.891 -0.458 0.377
C17 -1.705 0.381 -0.805
O2 -2.615 0.911 -1.416
H3 -4.014 -0.248 0.310
O3 -4.767 -1.630 2.227
C18 -5.234 -2.551 3.187
H4 -6.320 -2.469 3.149
H5 -4.886 -2.303 4.192
H6 -4.939 -3.574 2.944
O4 -2.625 -2.940 3.654
C19 -1.561 -3.607 4.287
H7 -2.022 -4.214 5.064
H8 -0.860 -2.902 4.748
H9 -1.020 -4.257 3.592
H10 -0.231 -2.353 2.623
C20 1.724 -1.379 1.226
O5 2.387 -2.235 0.667
N2 2.022 -0.934 2.470
C21 1.351 0.172 3.112
H11 0.704 -0.202 3.918
C22 2.319 1.212 3.690
C23 3.535 1.474 2.798
H12 3.873 2.499 2.961
C24 4.703 0.534 3.103
C25 4.484 -0.901 2.633
H13 5.314 -1.520 2.979
C26 3.174 -1.518 3.128
H14 3.181 -2.585 2.884
H15 3.063 -1.399 4.207
H16 4.475 -0.939 1.543
H17 4.885 0.540 4.181
H18 5.603 0.919 2.619
H19 3.251 1.383 1.748
H20 1.753 2.136 3.825
H21 2.664 0.900 4.677
H22 0.711 0.651 2.370
H23 1.645 0.164 -0.960
H24 -1.240 2.967 -1.870
H25 -0.730 4.174 -3.968
H26 2.463 2.599 -6.594
H27 0.988 1.899 -7.318
H28 1.944 4.785 -7.678
H29 0.487 4.093 -8.392
H30 2.080 3.497 -8.886

The multiplicity is 1. As for the frontier orbital gap: 8.2 eV. Its relative energy (zero: lowest compared OMol25 entry of this formula, charge and spin) is 40.6 kcal per mole. The HOMO energy comes out at -7.60 eV. Its SMILES is CCOc1ccc(-n2cc(C(=O)N3CCCCCC3)c3cc(OC)c(OC)cc3c2=O)cc1. The value obtained for the LUMO energy is 0.583 eV.

Listed below, in e, are the natural (NBO) charges computed for each atom: C -0.617; C -0.063; O -0.495; C 0.300; C -0.250; C -0.160; C 0.104; C -0.210; C -0.265; H 0.215; H 0.221; N -0.420; C 0.074; C -0.204; C -0.016; C -0.256; C 0.260; C 0.260; C -0.181; C -0.161; C 0.660; O -0.612; H 0.251; O -0.492; C -0.239; H 0.190; H 0.182; H 0.179; O -0.504; C -0.251; H 0.202; H 0.176; H 0.184; H 0.220; C 0.676; O -0.624; N -0.442; C -0.209; H 0.190; C -0.415; C -0.405; H 0.212; C -0.392; C -0.406; H 0.210; C -0.226; H 0.232; H 0.193; H 0.218; H 0.189; H 0.210; H 0.200; H 0.219; H 0.196; H 0.223; H 0.224; H 0.234; H 0.226; H 0.171; H 0.172; H 0.214; H 0.215; H 0.213

***

C12H25Cl8NO3P | the ωB97M-V functional and the def2-TZVPD basis

Cartesian coordinates (Å):
O1 -1.082 3.142 0.484
P1 -1.377 2.221 -0.610
O2 -0.428 0.980 -0.781
O3 -1.386 2.770 -2.089
C1 -3.057 1.538 -0.270
C2 -3.784 0.835 -1.333
N1 -5.014 1.170 -1.384
C3 -5.406 2.222 -0.425
C4 -4.057 2.614 0.217
H1 -0.222 0.617 0.115
H2 -2.095 3.420 -2.251
H3 -2.839 0.768 0.486
H4 -3.399 0.063 -1.991
H5 -5.698 0.756 -2.008
H6 -5.797 3.060 -1.002
H7 -6.205 1.895 0.239
H8 -4.071 2.684 1.299
H9 -3.774 3.570 -0.220
Cl1 0.487 -0.224 1.950
C5 1.157 1.369 2.475
C6 2.418 1.184 3.275
Cl2 2.099 0.386 4.836
H10 0.378 1.867 3.043
H11 1.360 1.946 1.576
H12 2.850 2.161 3.487
H13 3.144 0.579 2.740
Cl3 -3.258 5.554 -1.708
C7 -1.842 6.563 -2.168
C8 -1.675 6.596 -3.665
Cl4 -1.214 4.986 -4.269
H14 -0.973 6.143 -1.668
H15 -2.033 7.562 -1.784
H16 -0.888 7.293 -3.944
H17 -2.599 6.885 -4.157
Cl5 3.908 -1.851 1.718
C9 2.912 -2.885 2.782
C10 3.545 -4.232 3.012
Cl6 3.564 -5.221 1.528
H18 1.933 -2.982 2.321
H19 2.807 -2.359 3.730
H20 2.970 -4.780 3.755
H21 4.571 -4.137 3.357
Cl7 5.672 -9.160 -2.685
C11 4.319 -8.163 -2.094
C12 4.073 -8.350 -0.619
Cl8 3.444 -9.975 -0.241
H22 3.438 -8.422 -2.675
H23 4.580 -7.123 -2.286
H24 3.327 -7.634 -0.280
H25 4.985 -8.207 -0.045

The multiplicity is 1. As for the frontier orbital gap: 7.4 eV. Its relative energy (zero: lowest compared OMol25 entry of this formula, charge and spin) is 2.6 kcal per mole. The HOMO energy comes out at -11.72 eV. The value obtained for the LUMO energy is -4.309 eV. Its net charge is +1.

Listed below, in e, are the natural (NBO) charges computed for each atom: O -1.076; P 2.390; O -0.992; O -0.984; C -0.702; C 0.310; N -0.406; C -0.241; C -0.416; H 0.517; H 0.524; H 0.297; H 0.257; H 0.448; H 0.234; H 0.242; H 0.265; H 0.249; Cl -0.082; C -0.362; C -0.404; Cl -0.055; H 0.235; H 0.236; H 0.237; H 0.244; Cl -0.104; C -0.365; C -0.395; Cl -0.055; H 0.238; H 0.240; H 0.242; H 0.231; Cl -0.071; C -0.386; C -0.385; Cl -0.067; H 0.220; H 0.234; H 0.229; H 0.230; Cl -0.054; C -0.389; C -0.387; Cl -0.058; H 0.222; H 0.221; H 0.219; H 0.226

***

C5H4IO4 | the ωB97M-V functional and the def2-TZVPD basis

Cartesian coordinates (Å):
C1 -0.878 1.047 0.878
C2 -1.715 0.644 -0.035
C3 0.588 0.940 0.891
C4 0.520 -0.283 -1.154
C5 0.451 -1.755 -0.942
O1 -2.644 0.426 -0.731
O2 1.161 1.443 1.861
O3 1.263 0.400 -0.087
O4 -1.317 1.707 2.006
I1 1.832 0.107 -2.836
H1 0.027 -2.300 -1.740
H2 -0.141 -1.872 -0.007
H3 1.327 -2.340 -0.720
H4 -0.473 1.836 2.616

The multiplicity is 1. As for the frontier orbital gap: 6.4 eV. Its relative energy (zero: lowest compared OMol25 entry of this formula, charge and spin) is 25.4 kcal per mole. The HOMO energy comes out at -3.43 eV. The value obtained for the LUMO energy is 3.001 eV. Its net charge is -1.

Listed below, in e, are the natural (NBO) charges computed for each atom: C -0.160; C 0.690; C 0.771; C -0.142; C -0.710; O -0.507; O -0.677; O -0.544; O -0.724; I -0.096; H 0.217; H 0.205; H 0.168; H 0.509

***

H2P4 | the ωB97M-V functional and the def2-TZVPD basis

Cartesian coordinates (Å):
P1 -1.514 -0.936 0.314
P2 -1.508 0.997 -0.475
P3 0.555 -1.061 -0.053
P4 0.452 1.116 0.364
H1 0.715 -1.555 1.384
H2 1.300 1.439 -1.534

The multiplicity is 1. As for the frontier orbital gap: 7.2 eV. Its relative energy (zero: lowest compared OMol25 entry of this formula, charge and spin) is 55.1 kcal per mole. The HOMO energy comes out at -8.44 eV. The value obtained for the LUMO energy is -1.233 eV.

Listed below, in e, are the natural (NBO) charges computed for each atom: P 0.004; P -0.022; P 0.039; P 0.085; H -0.014; H -0.092

***

C4H8N2O | the ωB97M-V functional and the def2-TZVPD basis

Cartesian coordinates (Å):
C1 -0.529 -1.024 -1.629
C2 -0.581 0.139 -0.722
C3 0.360 1.080 -0.407
N1 -0.117 1.807 0.652
C4 -1.339 1.273 0.960
N2 -1.643 0.301 0.156
H1 -0.931 -0.847 -2.631
H2 0.478 -1.403 -1.827
H3 -1.055 -1.874 -1.194
H4 1.325 1.340 -0.817
H5 0.501 2.362 1.219
H6 -1.945 1.689 1.747
H7 1.689 -0.908 1.165
H8 1.828 -2.409 1.478
O1 1.960 -1.526 1.851

The multiplicity is 1. As for the frontier orbital gap: 9.6 eV. Its relative energy (zero: lowest compared OMol25 entry of this formula, charge and spin) is 23.2 kcal per mole. The HOMO energy comes out at -8.85 eV. Its SMILES is Cc1c[nH]cn1.O. The value obtained for the LUMO energy is 0.775 eV.

Listed below, in e, are the natural (NBO) charges computed for each atom: C -0.641; C 0.080; C -0.126; N -0.531; C 0.175; N -0.453; H 0.222; H 0.214; H 0.234; H 0.214; H 0.418; H 0.197; H 0.472; H 0.470; O -0.943

***

What is the formula in the seventh record? H2P4

***

Which value of frontier orbital gap does entry 4 give? 8.2 eV